No. 1
A structure of composition BCuH28O12 in a non-equilibrium geometry, computed with ωB97M-V/def2-TZVPD.

Geometry as XYZ:
```
42
BCuH28O12 (ωB97M-V/def2-TZVPD)
Cu 8.8345 18.1151 -0.8326
B 8.1552 20.0769 0.0994
H 7.9497 21.1006 0.5766
H 7.6985 19.2774 0.8039
H 7.6578 19.9212 -0.9272
H 9.2712 19.8567 0.0853
O 5.4995 20.8999 -1.2198
H 4.7898 20.7698 -0.5807
H 6.3100 20.6008 -0.7531
O 12.0971 19.8705 0.7149
H 11.8457 20.2390 1.5703
H 12.7603 20.4817 0.3674
O 6.6345 22.8918 2.6785
H 6.4208 23.8058 2.4591
H 7.4203 22.6948 2.1608
O 9.2108 19.9041 3.1616
H 9.1405 19.8835 2.1961
H 9.1385 18.9887 3.4465
O 8.4694 18.4348 -3.0442
H 9.0906 18.5102 -3.7801
H 7.6104 18.2863 -3.4593
O 9.5330 17.0856 1.0367
H 9.1960 17.2503 1.9259
H 10.3254 16.5459 1.1619
O 7.5657 22.3521 -2.5331
H 7.4278 22.2804 -1.5863
H 6.7129 22.1200 -2.9145
O 10.8446 18.6062 -1.2687
H 11.5666 18.8554 -0.6462
H 11.2440 18.6353 -2.1467
O 7.0155 17.1333 -0.7891
H 6.6026 16.9807 0.0764
H 6.3195 16.9663 -1.4382
O 11.5466 21.6836 -1.5985
H 12.0440 22.4518 -1.8956
H 10.8525 22.0505 -1.0178
O 5.6755 18.9901 2.3311
H 4.8404 19.0417 1.8534
H 6.3146 19.4575 1.7734
O 9.9390 23.0904 0.1483
H 10.0340 23.6477 0.9296
H 9.3625 22.3680 0.4295
```

Properties
* total charge: +1
* spin multiplicity: 2
* expectation value of S²: 0.7512
* electronic energy: -70331.9449 eV
* gap between HOMO and LUMO (spin up / spin down): 9.35 / 6.15 eV

***

No. 2
A structure of composition BCuH44O20 in a non-equilibrium geometry, computed with ωB97M-V/def2-TZVPD.

Geometry as XYZ:
```
66
BCuH44O20 (ωB97M-V/def2-TZVPD)
Cu 0.3304 0.1706 -0.1230
B -1.2404 -0.4692 -1.6901
H -2.0271 -0.7029 -2.3907
H -1.3293 0.5381 -1.3138
H -1.4361 -0.9884 -0.7647
H -0.2461 -0.6270 -2.0783
O -0.5365 2.3082 3.7491
H 0.2376 1.7482 3.8079
H -0.9569 2.2271 4.6052
O -0.0872 4.5458 -1.3742
H -0.8640 4.5695 -1.9331
H 0.2649 5.4349 -1.4149
O 4.4287 -1.3319 -0.0578
H 4.4105 -0.3895 0.1088
H 5.2912 -1.6129 0.2479
O 1.9034 0.9922 1.2408
H 2.3906 1.6563 0.7532
H 2.2646 1.0315 2.1264
O -0.0752 -1.3203 -4.4329
H -0.2913 -1.0302 -3.5467
H -0.3078 -2.2487 -4.4449
O -2.7361 1.0006 -4.0516
H -1.8634 1.2237 -4.3753
H -2.5787 0.5853 -3.2037
O -3.6867 1.1026 1.1580
H -4.0931 0.4677 0.5681
H -3.7432 1.9356 0.6899
O -1.3098 -2.4510 3.5575
H -2.1785 -2.4309 3.1561
H -1.2801 -3.2866 4.0235
O 1.6073 0.3541 4.1111
H 2.2682 0.8177 4.6254
H 1.7968 -0.5728 4.2567
O -3.7748 -1.3312 -0.8244
H -4.0887 -2.1523 -1.2032
H -2.9433 -1.1646 -1.2684
O 2.0401 -0.7246 -1.0518
H 2.7873 -1.1697 -0.6522
H 2.3132 -0.5604 -1.9544
O -0.4615 4.4132 1.5297
H -0.4662 3.5038 1.8281
H -0.3132 4.3553 0.5858
O 2.2040 -0.1885 -3.6749
H 2.8613 -0.2387 -4.3688
H 1.4324 -0.6185 -4.0437
O 4.4802 1.9192 0.2627
H 4.3456 2.7932 0.6292
H 5.2750 1.5997 0.6899
O -1.0624 1.0611 1.4427
H -0.8509 1.6052 2.2013
H -2.0131 0.9561 1.4803
O -3.8530 -2.3808 2.0554
H -3.9115 -1.7935 1.3019
H -4.7183 -2.3360 2.4623
O 0.2987 -1.6519 1.3478
H 0.7603 -2.4419 1.0665
H -0.0963 -1.8906 2.1864
O -1.0241 -3.6343 -1.1236
H -0.7630 -2.7486 -1.3758
H -1.9656 -3.5705 -0.9634
O 2.1085 -3.4691 0.2952
H 1.8295 -4.1309 -0.3375
H 2.8090 -3.8920 0.7918
O 0.6928 1.9939 -1.3331
H 0.8876 2.9310 -1.3390
H 0.8536 1.7097 -2.2329
```

Properties
* total charge: +1
* spin multiplicity: 2
* expectation value of S²: 0.7511
* electronic energy: -86973.9748 eV
* gap between HOMO and LUMO (spin up / spin down): 10.06 / 7.78 eV

***

No. 3
A cluster of 9 separate species, BF4H16O8 in total in a non-equilibrium geometry, computed with ωB97M-V/def2-TZVPD.

Geometry as XYZ:
```
29
BF4H16O8 (ωB97M-V/def2-TZVPD)
B -0.1499 0.2407 0.3874
F -0.0719 1.4529 1.0378
F -0.5291 -0.7578 1.2529
F -0.9669 0.4372 -0.7199
F 1.1303 -0.0087 -0.1321
O -0.2343 -2.6262 -0.8052
H -0.1436 -1.8950 -0.1793
H -1.1752 -2.6714 -0.9876
O -3.1319 0.4914 1.6536
H -2.1869 0.5842 1.4918
H -3.3470 -0.3797 1.3138
O 2.4424 -3.1180 0.2140
H 1.7865 -2.6762 -0.3489
H 2.2033 -2.9309 1.1321
O -2.8315 2.0937 -2.3500
H -3.3375 2.9095 -2.3756
H -2.2154 2.2100 -1.6198
O 2.7534 0.5468 1.8698
H 3.4891 0.6216 1.2591
H 1.9687 0.5707 1.3049
O -0.2655 1.5697 -3.3729
H -0.0756 1.1005 -2.5591
H -1.2300 1.6055 -3.4126
O 1.6070 -2.4793 2.9140
H 0.6916 -2.6780 3.1232
H 1.6255 -1.5269 2.7840
O 1.0280 2.6473 -1.1093
H 0.1512 2.9591 -0.8836
H 1.0151 1.7074 -0.8828
```

Properties
* total charge: -1
* electronic energy: -28195.6439 eV
* gap between HOMO and LUMO: 10.06 eV

***

No. 4
A cluster of 9 separate species, BF4H16O8 in total in a non-equilibrium geometry, computed with ωB97M-V/def2-TZVPD.

Geometry as XYZ:
```
29
BF4H16O8 (ωB97M-V/def2-TZVPD)
B -1.7283 -15.9092 -3.5480
F -1.0977 -15.7395 -4.7341
F -2.9824 -15.2958 -3.4944
F -1.9373 -17.2778 -3.3579
F -0.8229 -15.5342 -2.5200
O -5.1409 -15.9452 -5.0911
H -4.3813 -16.1937 -4.5643
H -5.7793 -15.6230 -4.4548
O -4.0280 -15.1464 -1.1582
H -4.0359 -16.0516 -0.8472
H -3.6350 -15.1955 -2.0296
O -1.2713 -17.2508 -0.4625
H -1.2871 -16.4570 -0.9972
H -1.0694 -17.9528 -1.0812
O 1.6133 -13.6603 -1.3145
H 0.8297 -13.2814 -0.9162
H 1.4510 -13.6120 -2.2566
O 1.2432 -14.2975 -4.1238
H 0.9346 -14.2652 -5.0293
H 0.6939 -14.9611 -3.7065
O -1.4404 -12.8045 -3.1021
H -0.8688 -13.4694 -3.4860
H -1.6944 -13.1673 -2.2536
O -4.1712 -12.3301 -4.0525
H -3.4598 -12.5718 -3.4594
H -3.9300 -12.7256 -4.8902
O 0.9608 -17.8445 -4.1873
H 0.2267 -17.2780 -4.4250
H 0.6445 -18.7316 -4.3583
```

Properties
* spin multiplicity: 2
* expectation value of S²: 0.7574
* electronic energy: -28187.8888 eV
* gap between HOMO and LUMO (spin up / spin down): 11.05 / 2.67 eV

***

No. 5
A cluster of 10 separate species, BF4H18O9 in total, computed with ωB97M-V/def2-TZVPD.

Geometry as XYZ:
```
32
BF4H18O9 (ωB97M-V/def2-TZVPD)
B -0.1427 0.2784 0.0451
F -0.3416 -0.3003 1.3274
F 0.9248 -0.4100 -0.6059
F -1.3054 0.0865 -0.7316
F 0.2285 1.6013 0.1379
O -1.1787 -2.5742 -2.1846
H -0.5383 -2.7496 -2.8825
H -0.7962 -1.8388 -1.6839
O -2.3553 2.4548 1.7516
H -1.8509 1.7205 1.3774
H -2.9009 2.7612 1.0205
O 3.0710 -1.8210 -1.6923
H 3.7073 -1.9349 -0.9798
H 2.3240 -1.3534 -1.2783
O 1.2475 -3.3042 2.5813
H 1.0105 -2.3896 2.3837
H 1.5280 -3.6631 1.7333
O -3.0320 -0.6922 2.3048
H -3.0199 -1.3963 1.6476
H -2.1260 -0.3453 2.2948
O -3.3106 0.0621 -2.6929
H -3.1377 -0.7867 -3.1140
H -2.5732 0.1654 -2.0681
O 2.0088 2.0286 -2.4139
H 2.6571 2.2181 -1.7278
H 1.5195 1.2680 -2.0725
O 0.7505 4.3733 0.0115
H 0.6786 3.4833 0.3917
H 1.2417 4.2397 -0.8060
O 2.2565 -0.3536 2.4709
H 1.3821 -0.1380 2.0994
H 2.0729 -0.6899 3.3551
```

Properties
* total charge: -1
* electronic energy: -30276.2952 eV
* gap between HOMO and LUMO: 10.96 eV

***

No. 6
A structure of composition BF4H20O10 in a non-equilibrium geometry, computed with ωB97M-V/def2-TZVPD.

Geometry as XYZ:
```
35
BF4H20O10 (ωB97M-V/def2-TZVPD)
B 0.0229 -0.1565 -0.2013
F 1.3962 -0.0659 0.0990
F -0.4196 -1.4140 0.1991
F -0.5939 0.9142 0.4005
F -0.2606 0.0069 -1.5443
O -0.1835 -1.3615 -3.2495
H 0.1942 -2.1033 -2.7770
H 0.4411 -0.6486 -3.1158
O -0.6100 0.4179 2.9328
H -0.7544 1.2791 2.5408
H 0.1045 0.0382 2.4214
O 0.6835 3.0214 -0.2576
H 0.7307 2.0939 -0.4895
H -0.2095 3.1429 0.0649
O 2.8601 -1.3200 0.3981
H 2.0294 -0.8513 0.3177
H 3.2365 -1.2940 -0.4816
O -2.3872 0.1809 -1.0630
H -1.4398 0.0589 -1.1254
H -2.7533 -0.4784 -1.6525
O -1.3078 2.4896 1.3164
H -1.9065 2.0194 0.7361
H -1.8220 2.6587 2.1058
O -2.2579 -0.8086 1.4158
H -1.6625 -0.6646 2.1513
H -1.8261 -0.3891 0.6717
O -0.3084 -3.1891 -0.5399
H -0.4922 -2.3568 -0.1044
H 0.4996 -3.0312 -1.0282
O 1.6083 -0.0410 -2.0869
H 1.0423 0.2426 -1.3690
H 2.4310 -0.2839 -1.6622
O 1.3677 0.3586 1.9314
H 1.4574 1.3074 2.0203
H 1.0899 0.2276 1.0248
```

Properties
* total charge: -1
* electronic energy: -32337.6927 eV
* gap between HOMO and LUMO: 9.37 eV

***

No. 7
A cluster of 11 separate species, BF4H22NO9 in total in a non-equilibrium geometry, computed with ωB97M-V/def2-TZVPD.

Geometry as XYZ:
```
37
BF4H22NO9 (ωB97M-V/def2-TZVPD)
N 9.8610 -2.3840 -15.8538
H 8.9621 -2.7202 -15.5392
H 10.5691 -2.6940 -15.2038
H 9.7996 -1.3761 -15.8779
H 10.1325 -2.6986 -16.7744
B 12.5301 -3.8025 -14.5952
F 12.0168 -4.5324 -15.5667
F 13.8634 -4.0666 -14.3712
F 12.2565 -2.4788 -14.8555
F 11.8036 -4.0511 -13.5060
O 11.7478 0.2962 -13.9487
H 12.6952 0.1704 -14.0027
H 11.5216 0.7634 -14.7529
O 10.0625 -3.6758 -10.9654
H 10.1916 -2.7798 -11.2764
H 10.9280 -3.9526 -10.6647
O 12.0233 -7.2211 -13.7291
H 12.3110 -7.5495 -12.8773
H 11.9024 -6.2810 -13.5955
O 9.4501 -5.8523 -15.8048
H 9.9134 -5.2439 -15.2291
H 10.1438 -6.3612 -16.2243
O 16.7086 -3.5627 -14.4308
H 15.7841 -3.8088 -14.4609
H 16.7095 -2.6775 -14.0666
O 14.3705 -1.0608 -16.9352
H 13.8971 -0.8746 -17.7461
H 13.9315 -0.5269 -16.2731
O 11.6763 -1.7186 -11.9896
H 11.6254 -0.8495 -12.3873
H 11.8957 -2.3024 -12.7157
O 13.9069 -4.5606 -11.6561
H 14.7401 -4.0965 -11.5747
H 13.5731 -4.3055 -12.5161
O 14.0389 -6.6487 -15.8318
H 13.9006 -5.8119 -16.2754
H 13.4346 -6.6297 -15.0897
```

Properties
* electronic energy: -31826.8423 eV
* gap between HOMO and LUMO: 8.79 eV

***

No. 8
A cluster of 16 separate species, BF4H30O15 in total in a non-equilibrium geometry, computed with ωB97M-V/def2-TZVPD.

Geometry as XYZ:
```
50
BF4H30O15 (ωB97M-V/def2-TZVPD)
B 0.1316 0.0281 -0.4444
F -0.9144 0.7931 0.0866
F 0.3916 0.5371 -1.7124
F 1.2366 0.1861 0.2706
F -0.1554 -1.2939 -0.4614
O -0.1774 3.6701 -1.2364
H -0.0984 3.2311 -2.0784
H 0.5046 3.1811 -0.7244
O 2.5926 1.3831 2.8596
H 3.1066 1.5441 3.6566
H 2.6416 0.4191 2.7186
O 2.8336 -0.0829 -2.6864
H 3.5126 0.1131 -2.0054
H 1.9806 0.0491 -2.3184
O 1.9506 2.7751 -0.1334
H 2.0826 1.8301 -0.0804
H 2.8036 3.0981 -0.4114
O 1.5016 -1.4569 2.9296
H 1.4876 -2.1449 3.5686
H 1.5156 -1.9039 2.1116
O -3.5114 0.6631 0.7576
H -2.6514 0.4591 0.4626
H -3.9924 1.0631 0.0286
O -1.8264 3.5661 0.8066
H -1.3444 3.4131 0.0186
H -2.7464 3.6591 0.5386
O -1.9474 -3.0139 -2.1424
H -1.9844 -3.9299 -2.3244
H -1.2684 -2.6409 -2.6704
O -0.2084 -4.0719 0.0626
H -0.1924 -3.1769 -0.2984
H 0.3056 -4.1539 0.9146
O -2.7554 -1.9479 0.9856
H -3.1604 -1.0739 0.9766
H -1.8334 -1.6939 0.9726
O 0.1246 -2.0059 -3.5284
H -0.0384 -1.1089 -3.8124
H -0.1404 -2.6209 -4.1754
O -0.9724 -0.5009 3.1836
H -0.1894 -1.0579 3.1686
H -0.8754 0.4031 2.8986
O 2.9166 -1.8679 0.4046
H 2.4506 -0.9969 0.3366
H 2.7026 -2.3639 -0.3754
O -2.1334 1.5191 -2.5374
H -2.6414 0.7511 -2.3684
H -1.2444 1.3141 -2.2494
O -0.0594 1.9681 2.3596
H -0.5044 1.7931 1.5536
H 0.7946 1.6991 2.1446
```

Properties
* total charge: -1
* electronic energy: -42755.2014 eV
* gap between HOMO and LUMO: 9.04 eV